1.
{
  "formula": "C14H35FN9O7",
  "method": "ωB97M-V with the def2-TZVPD basis set",
  "elements": ["C", "C", "C", "F", "N", "C", "C", "O", "C", "C", "C", "O", "C", "O", "C", "H", "H", "H", "H", "H", "H", "H", "H", "H", "H", "H", "H", "H", "H", "H", "H", "H", "H", "H", "C", "O", "N", "N", "H", "H", "H", "H", "C", "O", "N", "N", "H", "H", "H", "H", "C", "O", "N", "N", "H", "H", "H", "H", "C", "O", "N", "N", "H", "H", "H", "H"],
  "coordinates": [[1.83190, -0.58257, 0.71365], [0.47495, -0.98733, -0.11054], [0.06707, 0.02464, -1.33154], [-0.34196, -0.83943, -2.48703], [-1.12774, 0.92562, -1.04006], [-0.68363, 1.91532, 0.00844], [-1.67768, 1.98944, 1.33775], [-3.04156, 2.24721, 0.76619], [-3.45313, 0.92961, 0.26600], [-4.94505, 1.13402, -0.43830], [-5.84118, -0.25123, -0.47445], [-7.09689, 0.05615, 0.28046], [-7.77876, -1.18793, 0.68382], [-9.07750, -1.10126, 1.04366], [-2.41732, 0.20042, -0.76353], [2.68062, -1.38145, 0.59741], [1.53035, -0.58493, 1.86878], [2.21016, 0.51167, 0.49541], [-0.39457, -1.18553, 0.67069], [0.69183, -2.04853, -0.61173], [1.02212, 0.61970, -1.70999], [-1.28015, 1.48387, -1.93372], [0.42183, 1.79825, 0.37597], [-0.74678, 3.00448, -0.47666], [-1.63861, 1.03015, 2.00866], [-1.35495, 2.98095, 1.91015], [-3.62151, 0.20589, 1.17214], [-4.84835, 1.65578, -1.50653], [-5.51793, 1.92120, 0.24274], [-5.29574, -1.18892, -0.03534], [-6.16038, -0.43648, -1.59946], [-7.22888, -2.22248, 0.73027], [-2.29424, -0.91678, -0.39534], [-2.98652, 0.11598, -1.80975], [1.76115, 4.47932, 1.36647], [2.32463, 3.81092, 0.51414], [1.36761, 3.96984, 2.54765], [1.48332, 5.78506, 1.20073], [0.90242, 4.50423, 3.26179], [1.55771, 2.98997, 2.71282], [1.76295, 6.20780, 0.32523], [1.02024, 6.35188, 1.89082], [-2.94509, 0.78271, -4.84298], [-3.57691, 1.03310, -3.82865], [-1.69144, 0.29557, -4.81726], [-3.44597, 0.97160, -6.07710], [-1.15532, 0.08325, -5.64156], [-1.27688, 0.13875, -3.90781], [-4.38713, 1.33701, -6.14109], [-2.94121, 0.77132, -6.92389], [5.50785, -2.81757, -0.54336], [4.29264, -2.79455, -0.42728], [6.12633, -3.35031, -1.61261], [6.33713, -2.31234, 0.38759], [7.12548, -3.37853, -1.72611], [5.53846, -3.74174, -2.33700], [5.91213, -1.90166, 1.20863], [7.34002, -2.32199, 0.30980], [5.23360, -3.49396, 3.96484], [5.49588, -2.67420, 3.09884], [4.04087, -4.11087, 4.04501], [6.11381, -3.85362, 4.91642], [3.80632, -4.78846, 4.75058], [3.34929, -3.86862, 3.34746], [7.02397, -3.41269, 4.89209], [5.91630, -4.52663, 5.63752]],
  "nbo_charge": [-0.66, -0.50, 0.36, -0.39, -0.43, -0.30, -0.10, -0.53, 0.09, -0.46, -0.10, -0.52, 0.59, -0.53, -0.32, 0.30, 0.21, 0.22, 0.23, 0.29, 0.25, 0.47, 0.28, 0.26, 0.21, 0.25, 0.19, 0.26, 0.27, 0.18, 0.22, 0.17, 0.26, 0.30, 0.76, -0.68, -0.85, -0.84, 0.40, 0.41, 0.42, 0.40, 0.78, -0.71, -0.84, -0.83, 0.40, 0.40, 0.42, 0.40, 0.77, -0.71, -0.84, -0.83, 0.39, 0.41, 0.44, 0.39, 0.78, -0.70, -0.84, -0.84, 0.39, 0.41, 0.41, 0.39],
  "max_force_ev_per_a": 9.3,
  "gap_ev": 9.1,
  "total_energy_ev": -45538.6687,
  "lumo_ha": -0.0829,
  "e_homo_ev": -11.345,
  "charge": 1
}

2.
{
  "formula": "C3H2N2O2",
  "method": "ωB97M-V with the def2-TZVPD basis set",
  "elements": ["N", "C", "O", "C", "O", "C", "N", "H", "H"],
  "coordinates": [[1.10071, 0.72051, 2.07664], [0.33612, 0.38732, 1.17777], [0.68327, -0.47030, -0.76861], [-0.57563, -0.32751, -1.27465], [-0.26333, -1.44050, -1.88792], [-0.97612, 0.09313, 0.85280], [-1.60016, -0.31085, -0.12107], [2.08429, 0.78396, 1.82061], [-0.78916, 0.56425, -1.87558]],
  "nbo_charge": [-0.54, 0.31, -0.35, 0.44, -0.30, 0.24, -0.35, 0.40, 0.15],
  "max_force_ev_per_a": 0.7,
  "relative_energy_kj_mol": 688.5,
  "gap_ev": [7.7, 7.2],
  "total_energy_ev": -10211.0532,
  "lumo_ha": [-0.0586, -0.0778],
  "e_homo_ev": [-9.343, -9.332],
  "charge": 0
}

3.
{
  "formula": "C16H13FN2O9S",
  "method": "ωB97M-V with the def2-TZVPD basis set",
  "elements": ["C", "C", "O", "O", "C", "N", "N", "C", "O", "S", "O", "O", "F", "H", "H", "H", "H", "H", "C", "C", "C", "O", "C", "C", "C", "O", "H", "H", "H", "H", "C", "C", "C", "O", "C", "C", "C", "O", "H", "H", "H", "H"],
  "coordinates": [[5.87729, -3.39478, 0.96549], [5.04288, -2.64862, -0.04525], [5.18652, -1.48677, -0.17667], [4.13879, -3.29081, -0.87302], [3.27252, -4.15147, -0.21719], [1.97972, -3.47674, 0.10344], [2.20216, -2.25880, 0.82045], [1.82537, -1.29013, 0.15782], [1.56861, -0.30250, -0.37224], [1.16415, -4.47686, 1.26034], [-0.19858, -4.12759, 1.28153], [1.81487, -4.39516, 2.50977], [1.40570, -5.90744, 0.70006], [5.35936, -3.30343, 1.92170], [6.82718, -2.89320, 1.06914], [5.96268, -4.46106, 0.77999], [3.03771, -4.96172, -0.89964], [3.67842, -4.61341, 0.68769], [0.92237, 2.37552, -2.69368], [0.50647, 2.81240, -1.50821], [-0.72719, 3.62408, -1.37736], [-1.10619, 4.02381, -0.29628], [-1.48156, 3.92996, -2.61744], [-1.06635, 3.49350, -3.80335], [0.16873, 2.68071, -3.93491], [0.54591, 2.28132, -5.01408], [1.82032, 1.78205, -2.80962], [1.04227, 2.59879, -0.59229], [-2.37974, 4.52350, -2.50042], [-1.60227, 3.70652, -4.71942], [-5.24220, 1.45390, 3.08521], [-6.12322, 1.84636, 2.16908], [-5.68237, 2.39147, 0.86129], [-6.48488, 2.75112, 0.02699], [-4.22304, 2.48006, 0.61469], [-3.34171, 2.08779, 1.52990], [-3.78147, 1.54299, 2.83762], [-2.97988, 1.18360, 3.67182], [-5.54342, 1.05443, 4.04520], [-7.19206, 1.78867, 2.33065], [-3.92057, 2.88007, -0.34450], [-2.27330, 2.14790, 1.36570]],
  "nbo_charge": [-0.75, 0.80, -0.53, -0.51, 0.06, -0.49, -0.48, 0.93, -0.43, 2.49, -0.87, -0.90, -0.46, 0.25, 0.26, 0.23, 0.21, 0.18, -0.23, -0.22, 0.48, -0.50, -0.23, -0.23, 0.47, -0.48, 0.24, 0.24, 0.23, 0.23, -0.23, -0.23, 0.49, -0.49, -0.23, -0.22, 0.48, -0.49, 0.23, 0.23, 0.23, 0.24],
  "max_force_ev_per_a": 2.5,
  "gap_ev": 8.6,
  "total_energy_ev": -51758.2659,
  "lumo_ha": -0.0582,
  "e_homo_ev": -10.142,
  "charge": 0,
  "smiles": "CC(=O)OCN(N=C=O)S(=O)(=O)F.O=C1C=CC(=O)C=C1.O=C1C=CC(=O)C=C1"
}

4.
{
  "formula": "C7H8N2",
  "method": "ωB97M-V with the def2-TZVPD basis set",
  "elements": ["C", "C", "C", "C", "C", "C", "C", "N", "N", "H", "H", "H", "H", "H", "H", "H", "H"],
  "coordinates": [[1.34688, 1.79986, -1.56138], [-0.26173, 2.42478, -0.31184], [0.87952, 0.66582, -0.93060], [-0.68043, 0.03661, 0.63399], [-1.87127, 0.08834, 1.27527], [1.10148, -0.77476, -0.94690], [0.25145, -1.16620, 0.36563], [0.65589, 2.87615, -1.09872], [-0.16219, 1.11506, -0.07224], [2.18794, 1.95324, -2.22660], [-0.90732, 3.03501, 0.37905], [-2.53594, 0.96291, 1.13865], [-2.52484, -0.73170, 1.67249], [0.55599, -1.19362, -1.78434], [2.20649, -0.97061, -0.81442], [0.93061, -1.17373, 1.34330], [-0.45844, -2.03504, 0.46103]],
  "nbo_charge": [-0.09, 0.19, 0.09, 0.20, -0.48, -0.44, -0.43, -0.44, -0.38, 0.21, 0.20, 0.21, 0.22, 0.23, 0.24, 0.23, 0.24],
  "max_force_ev_per_a": 3.9,
  "relative_energy_kj_mol": 89.2,
  "gap_ev": 9.6,
  "total_energy_ev": -10367.2587,
  "lumo_ha": 0.0317,
  "e_homo_ev": -8.701,
  "charge": 0,
  "smiles": "C=C1CCc2cncn21"
}